Entry from OMol25: a 9-piece molecular cluster, C39H72Cl2N2O8 overall in a non-equilibrium geometry (ωB97M-V/def2-TZVPD).

Output
**Total charge**: 0
**HOMO-LUMO gap**: 9.51 eV
**E_HOMO**: -0.3305 Ha
**Multiplicity**: 1
**Max |F|**: 6.9 eV/A
**Electronic energy**: -86009.830 eV
**SMILES string**: C[C@@H](Cl)[C@H](Cl)[C@@H](C#N)CC#N.C1CCOC1.C1CCOC1.C1CCOC1.C1CCOC1.C1CCOC1.C1CCOC1.C1CCOC1.C1CCOC1

Each line ends with the Löwdin charge.
Positions of all 123 atoms, in Å:
C -7.262 3.066 -1.615  -0.20
H -3.557 -6.629 4.977  0.12
H -1.175 -7.603 4.054  0.12
H -2.402 -7.050 2.894  0.12
C 6.055 3.573 6.713  -0.17
H -2.341 4.211 -5.172  0.12
H -9.436 2.854 -1.536  0.11
H 3.864 1.528 5.337  0.12
H 5.106 1.761 7.363  0.12
H 4.876 4.088 1.962  0.12
C -2.678 -4.694 4.442  -0.18
H -1.835 3.590 0.177  0.12
N -6.147 -6.862 -3.891  0.10
H 7.323 2.150 5.679  0.10
C -0.164 -5.130 -1.185  -0.19
O 3.210 3.794 0.796  -0.16
C 10.822 2.103 4.166  -0.21
H -8.740 2.858 -3.165  0.12
H -0.048 6.590 -1.862  0.12
H 11.810 2.559 4.258  0.12
H 10.465 -0.223 5.965  0.12
C -2.587 -6.145 4.855  -0.18
H -0.390 -6.196 -1.301  0.12
H 6.739 3.551 7.563  0.12
C -1.765 -6.743 3.731  -0.20
H -2.042 -6.228 5.802  0.12
C 4.325 1.994 1.859  -0.18
H 10.138 2.837 3.725  0.11
H -6.766 0.901 -3.576  0.11
C -8.348 1.036 -2.101  -0.18
H -4.837 -5.729 -6.886  0.09
H -9.005 0.474 -2.767  0.12
H -1.937 -3.897 -4.270  0.06
H 5.375 2.144 -0.006  0.12
C -1.651 2.471 -4.113  -0.20
H 0.883 -4.966 -1.448  0.12
H 9.755 -1.028 3.796  0.11
H 3.502 3.098 -1.137  0.12
C 9.693 0.050 3.957  -0.18
H -4.677 3.721 -4.710  0.12
C -2.282 -3.906 -6.571  -0.69
H 3.511 1.386 2.271  0.12
H 3.734 3.287 5.115  0.11
C 10.846 0.821 3.358  -0.18
H 0.090 -3.752 0.448  0.12
H -4.239 2.828 -3.244  0.10
C -5.834 -6.223 -4.877  -0.16
C -1.614 -4.489 -5.209  -0.13
H 1.701 5.778 0.078  0.10
C -2.539 3.692 -4.228  -0.17
H -1.784 -2.654 -1.337  0.12
H -2.571 -5.189 0.151  0.12
H -2.304 -3.578 0.838  0.11
C -1.408 4.596 0.172  -0.20
H -1.338 -3.693 3.041  0.10
H -2.102 5.273 0.683  0.12
C 0.037 5.638 -1.332  -0.20
C -5.448 -5.200 -6.076  -0.12
H -0.297 -5.397 0.980  0.10
C -1.957 -4.285 0.082  -0.18
C 3.975 3.464 1.964  -0.19
H -4.111 -2.801 -7.335  0.12
Cl -2.336 -5.158 -7.942  0.53
H 8.808 0.418 5.917  0.10
H -2.394 4.403 -3.412  0.10
O -0.891 -5.707 3.260  -0.16
H -6.397 0.062 -2.054  0.12
H 0.514 3.722 0.584  0.10
H 0.643 4.955 -1.936  0.12
H 4.274 0.758 0.050  0.12
O -2.330 1.398 -4.781  -0.18
H -0.461 -4.439 -5.336  0.10
O 5.572 2.492 4.660  -0.16
O -1.010 -4.403 -2.087  -0.17
C 4.386 2.479 5.466  -0.21
N -6.796 -2.066 -4.884  0.13
H 4.052 3.178 7.511  0.12
C -2.018 -3.724 -1.325  -0.20
H 10.749 0.993 2.284  0.11
C -1.315 -4.457 3.821  -0.20
H -0.668 2.622 -4.566  0.12
H 7.223 3.732 4.877  0.12
H -1.511 2.178 -3.067  0.12
C -5.911 -2.883 -5.020  -0.18
H -3.459 -4.573 3.684  0.12
H -7.026 4.056 -2.013  0.12
H 2.336 2.192 -0.148  0.11
C -8.582 2.529 -2.133  -0.18
O 10.322 1.765 5.468  -0.15
H 5.243 1.736 2.387  0.10
C -4.722 -3.935 -5.388  -0.29
C 6.660 2.992 5.451  -0.19
H -0.059 4.783 1.882  0.12
H 3.395 3.694 2.861  0.11
H 0.279 6.747 0.495  0.12
H -2.995 -3.872 -1.793  0.11
C -3.918 3.077 -4.261  -0.17
C -3.685 -3.150 -6.332  -0.58
C -0.496 -4.648 0.213  -0.18
H -3.764 1.988 -6.129  0.12
H -2.894 -4.014 5.268  0.12
O -6.249 2.133 -2.014  -0.16
H -1.543 -3.091 -6.943  0.10
H -1.941 -5.580 -5.022  0.09
H 5.757 4.613 6.540  0.12
H -0.580 -4.163 4.578  0.12
C 0.610 5.798 0.061  -0.18
H -4.369 1.006 -4.777  0.08
C -6.887 0.937 -2.488  -0.21
Cl -3.253 -1.580 -5.415  0.66
C 3.303 2.708 -0.136  -0.21
C 9.781 0.437 5.420  -0.21
H 11.784 0.285 3.536  0.12
H -4.258 -4.250 -4.390  0.13
H -6.451 -4.848 -6.540  0.13
H -7.257 3.119 -0.521  0.12
O -1.265 5.053 -1.180  -0.16
C 4.826 2.713 6.898  -0.17
C -0.029 4.648 0.799  -0.18
H -8.491 0.660 -1.082  0.12
H 8.748 0.406 3.533  0.11
C 4.405 1.795 0.363  -0.17
C -3.679 1.807 -5.052  -0.23

***

Entry from OMol25: a 14-piece molecular cluster, C39H72N2O26S5 overall in a non-equilibrium geometry (ωB97M-V/def2-TZVPD).

Output
**Total charge**: 0
**HOMO-LUMO gap**: 8.45 eV
**E_HOMO**: -0.3226 Ha
**Multiplicity**: 1
**Max |F|**: 3.0 eV/A
**Electronic energy**: -151998.374 eV

Each line ends with the Löwdin charge.
Positions of all 144 atoms, in Å:
H 18.927 -8.513 10.829  0.13
H 17.000 -16.296 15.459  0.06
H 11.562 -10.018 11.139  0.07
H 12.093 -12.210 11.205  0.10
C 13.290 -11.467 15.977  -0.17
O 20.083 -15.028 8.140  0.16
H 16.413 -13.708 8.935  0.11
S 9.301 -14.842 10.853  0.84
S 17.043 -13.981 14.632  0.80
C 12.286 -9.425 17.107  -0.12
H 13.212 -12.551 15.867  0.12
H 18.296 -10.903 16.010  0.05
H 11.409 -10.416 9.452  0.11
H 9.973 -14.714 13.182  0.05
H 13.226 -7.140 5.478  0.07
H 17.160 -10.395 17.335  0.06
H 17.088 -12.114 8.492  0.11
C 12.764 -11.743 10.482  -0.16
H 9.635 -15.862 8.781  0.03
O 14.725 -12.319 6.716  0.04
O 14.198 -14.925 9.193  0.18
O 10.546 -1.766 7.327  0.19
H 12.278 -12.958 7.097  0.02
H 12.723 -12.344 9.572  0.10
H 18.453 -15.376 15.915  0.05
C 10.918 -2.509 8.137  -0.63
C 17.730 -15.565 15.122  -0.27
O 14.009 -17.093 9.801  0.03
C 17.919 -8.137 10.984  -0.12
O 10.819 -3.863 8.026  0.05
H 7.654 -11.259 12.058  0.13
H 16.078 -11.134 14.487  0.03
H 12.644 -8.389 9.617  0.07
O 15.426 -10.710 5.341  0.05
C 12.848 -10.976 14.667  -0.18
C 16.233 -14.577 13.144  -0.27
H 10.414 -7.447 6.041  0.06
H 13.527 -6.191 15.380  0.14
H 17.482 -10.595 13.536  0.06
C 18.081 -13.142 10.207  -0.11
O 15.058 -16.560 7.899  0.03
H 13.236 -8.885 17.189  0.07
H 15.793 -13.674 12.707  0.01
C 14.619 -12.869 5.381  -0.09
H 9.791 -16.373 12.572  0.05
C 14.396 -7.006 13.594  -0.10
N 15.258 -11.733 11.213  0.19
O 16.698 -5.441 9.329  0.18
H 15.471 -15.344 13.259  0.07
C 15.225 -11.074 6.632  -0.60
H 14.113 -8.560 5.078  0.05
H 13.657 -8.360 6.739  0.05
C 16.966 -6.525 9.711  -0.56
H 15.441 -13.569 5.213  0.13
H 9.314 -11.813 11.616  0.08
H 15.278 -6.482 13.947  0.13
H 11.478 -11.385 17.188  0.11
C 12.486 -6.090 12.725  -0.57
H 10.475 -4.690 9.888  0.13
O 15.570 -8.842 16.030  -0.55
C 15.476 -17.906 8.185  -0.10
C 8.653 -10.965 11.741  -0.10
C 13.173 -9.278 9.969  -0.08
H 11.063 -16.000 9.825  0.05
O 12.131 -6.633 13.892  0.08
O 9.930 -13.591 10.349  -0.55
H 13.210 -3.407 9.719  0.13
O 11.727 -5.492 12.062  0.18
H 12.884 -11.192 18.100  0.11
H 9.926 -9.006 6.823  0.06
O 16.030 -13.593 15.640  -0.55
C 19.252 -14.324 8.612  -0.57
H 11.809 -9.075 16.184  0.06
H 13.854 -9.544 9.155  0.05
O 19.184 -14.020 9.948  0.05
H 10.287 -10.189 13.035  0.07
H 14.344 -11.213 16.076  0.09
H 17.534 -8.366 11.977  0.10
C 16.577 -10.265 14.056  -0.28
C 11.401 -13.496 7.446  -0.26
N 12.581 -10.562 13.631  0.21
O 13.809 -6.284 12.476  0.06
H 11.693 -14.103 8.307  0.02
C 16.987 -8.782 9.905  -0.12
S 10.694 -14.526 6.151  0.82
H 11.916 -5.360 9.072  0.12
H 11.047 -16.685 7.111  0.04
H 14.942 -18.876 10.055  0.13
H 16.180 -9.395 10.309  0.09
H 11.243 -15.358 12.191  0.06
H 16.505 -17.957 8.555  0.13
H 17.532 -9.472 9.260  0.12
H 11.672 -8.961 17.883  0.08
O 9.085 -8.680 12.118  0.06
C 14.439 -18.362 9.240  -0.08
O 9.281 -14.797 6.488  -0.54
O 8.570 -8.012 10.026  0.18
C 9.980 -16.126 9.782  -0.25
C 10.748 -8.352 6.559  -0.24
C 8.740 -8.864 10.813  -0.58
H 18.316 -15.938 14.279  0.05
H 18.570 -9.429 16.936  0.04
C 11.308 -4.472 9.218  -0.13
O 12.117 -10.583 5.801  -0.54
H 8.690 -9.968 13.684  0.12
H 17.414 -13.566 10.946  0.07
O 15.313 -10.333 7.532  0.16
H 9.609 -17.086 10.129  0.06
C 14.413 -16.056 9.004  -0.57
C 13.285 -6.950 14.630  -0.14
H 11.272 -7.915 7.411  0.04
H 11.810 -16.670 5.538  0.05
H 13.771 -11.289 4.204  0.11
O 8.639 -10.192 10.530  0.04
H 13.611 -18.939 8.839  0.13
C 14.761 -11.651 4.480  -0.11
H 17.016 -14.926 12.469  0.04
H 13.719 -9.097 10.897  0.06
C 13.302 -8.196 5.717  -0.26
S 11.852 -9.172 5.406  0.83
O 16.411 -7.668 9.253  0.07
H 11.907 -3.355 10.917  0.11
C 12.126 -10.360 10.274  -0.22
H 10.599 -12.861 7.816  0.06
C 10.159 -15.375 12.334  -0.27
C 9.261 -9.955 12.750  -0.12
C 17.320 -13.108 8.860  -0.09
H 14.589 -8.038 13.305  0.10
O 17.895 -6.768 10.688  0.06
O 18.235 -13.755 7.941  0.06
H 12.604 -15.869 6.813  0.04
C 12.137 -3.364 9.856  -0.09
S 16.881 -9.062 15.353  0.83
C 14.150 -11.729 10.913  -0.20
H 13.201 -7.881 15.178  0.08
H 15.985 -9.822 13.257  0.02
C 17.800 -10.079 16.518  -0.24
H 15.493 -18.468 7.251  0.13
H 15.346 -11.846 3.586  0.13
H 18.421 -12.135 10.452  0.12
C 12.469 -10.920 17.125  -0.25
O 11.563 -2.176 9.245  0.07
C 11.599 -16.053 6.413  -0.26
H 13.639 -13.323 5.283  0.11